DFT (ωB97M-V/def2-TZVPD) results for a structure of composition C96H207BeCsN13O32.

Last column: Löwdin charge in e.
Geometry (Å):
Be1 -1.284 4.427 -0.949  0.0820
Cs1 0.636 -0.736 -4.159  1.0715
C1 0.446 7.492 -1.855  0.0115
C2 0.447 8.181 -3.090  -0.2944
C3 -0.581 7.825 -4.199  -0.3858
O1 -0.787 8.542 -5.187  0.0311
C4 -1.351 6.707 -4.044  -0.0046
C5 -1.178 5.899 -2.901  -0.2821
C6 -0.183 6.338 -1.811  -0.2712
O2 -0.136 5.463 -0.836  -0.0301
O3 -1.914 4.958 -2.453  -0.0157
O4 1.335 9.073 -3.280  0.0127
H1 1.126 8.008 -1.142  0.1381
H2 -2.325 6.428 -4.524  0.1310
C7 -1.094 0.531 -1.465  -0.0182
C8 -0.749 -0.752 -0.948  -0.4047
C9 -0.231 -0.847 0.535  -0.3234
O5 0.044 -1.948 1.055  -0.0504
C10 0.056 0.412 1.173  0.0046
C11 -0.240 1.649 0.640  -0.3914
C12 -0.884 1.682 -0.727  -0.2811
O6 -1.271 2.831 -1.128  0.0011
O7 0.254 2.733 1.005  0.0259
O8 -0.689 -1.745 -1.637  -0.0886
H3 -1.567 0.477 -2.478  0.0900
H4 0.583 0.326 2.081  0.0872
C13 1.750 1.943 4.746  -0.0237
C14 2.573 2.616 5.865  -0.4732
C15 1.543 3.003 6.996  -0.1202
C16 1.341 1.942 8.046  -0.1965
C17 2.671 1.419 8.486  -0.1417
C18 3.606 0.902 7.428  -0.5108
N1 3.708 1.903 6.436  -0.0995
O9 4.463 1.550 5.319  -0.0222
C19 5.043 0.852 8.121  -0.0098
C20 3.315 -0.515 6.901  0.0050
C21 3.068 3.963 5.217  -0.0305
H5 2.430 1.508 3.963  0.0908
H6 1.140 2.695 4.210  0.0664
H7 1.111 1.154 5.137  0.0653
H8 1.900 3.949 7.478  0.1213
H9 0.521 3.225 6.495  0.1371
H10 0.743 1.170 7.669  0.0775
H11 0.868 2.391 8.891  0.1066
H12 2.477 0.560 9.096  0.0989
H13 3.159 2.293 9.021  0.1459
H14 5.345 1.723 8.673  0.0693
H15 5.043 -0.072 8.729  0.0719
H16 5.754 0.681 7.325  0.0680
H17 2.788 -1.131 7.605  0.0408
H18 2.593 -0.298 6.064  0.0995
H19 4.231 -0.942 6.625  0.0731
H20 3.776 3.718 4.420  0.0682
H21 3.586 4.686 5.912  0.0969
H22 2.159 4.398 4.747  0.0582
H23 4.049 0.868 4.793  0.0532
C22 2.055 -3.740 6.778  -0.0112
C23 2.235 -5.251 6.822  -0.5154
C24 2.133 -5.700 8.292  -0.1211
C25 0.687 -5.912 8.797  -0.1487
C26 -0.101 -6.745 7.738  -0.1364
C27 -0.039 -6.155 6.354  -0.5029
N2 1.360 -6.036 5.988  -0.1040
O10 1.523 -5.702 4.651  -0.0443
C28 -0.610 -7.159 5.343  -0.0239
C29 -0.947 -4.871 6.274  -0.0027
C30 3.649 -5.607 6.423  -0.0334
H24 1.891 -3.226 5.814  0.0872
H25 2.942 -3.272 7.134  0.0525
H26 1.219 -3.360 7.414  0.0764
H27 2.656 -6.618 8.370  0.0957
H28 2.686 -4.974 8.937  0.1149
H29 0.174 -4.980 8.896  0.0624
H30 0.697 -6.440 9.808  0.1295
H31 -1.150 -6.857 7.978  0.1098
H32 0.334 -7.781 7.705  0.1331
H33 -0.748 -6.705 4.439  0.0359
H34 -0.087 -8.088 5.309  0.0853
H35 -1.632 -7.364 5.636  0.0839
H36 -1.973 -5.051 6.611  0.0936
H37 -0.639 -4.117 6.950  0.0332
H38 -0.930 -4.512 5.248  0.0640
H39 3.754 -6.705 6.510  0.1015
H40 4.375 -5.177 7.103  0.0825
H41 3.975 -5.247 5.468  0.0635
H42 1.393 -4.728 4.508  0.0682
C31 4.685 -3.168 -8.117  -0.1253
O11 3.610 -2.379 -7.750  -0.2138
C32 2.556 -2.133 -8.705  -0.1922
C33 1.182 -2.000 -8.059  -0.1652
N3 1.023 -3.109 -7.062  -0.0342
C34 -0.298 -3.416 -6.527  -0.2147
C35 -0.062 -4.391 -5.424  -0.1969
O12 0.866 -3.931 -4.413  -0.2434
C36 0.432 -4.352 -3.127  -0.1100
H43 5.190 -3.656 -7.244  0.0996
H44 5.514 -2.614 -8.571  0.0811
H45 4.374 -3.954 -8.810  0.0829
H46 2.518 -2.981 -9.414  0.1167
H47 2.804 -1.236 -9.334  0.1307
H48 0.412 -2.085 -8.856  0.1317
H49 1.208 -0.994 -7.634  0.0892
H50 1.665 -3.020 -6.272  0.0766
H51 -0.972 -3.806 -7.265  0.1246
H52 -0.730 -2.520 -6.153  0.0467
H53 0.330 -5.350 -5.760  0.1368
H54 -1.022 -4.615 -4.980  0.1014
H55 1.301 -4.654 -2.547  0.0719
H56 -0.124 -5.310 -3.132  0.0936
H57 -0.180 -3.687 -2.597  0.0445
C37 3.198 1.183 -6.857  -0.0851
O13 3.028 0.243 -5.809  -0.3231
C38 4.282 -0.183 -5.311  -0.2355
C39 4.066 -1.489 -4.592  -0.1936
N4 3.424 -1.278 -3.292  -0.1554
C40 3.203 -2.339 -2.313  -0.1753
C41 4.522 -2.771 -1.549  -0.1737
O14 5.402 -3.656 -2.246  -0.2084
C42 5.275 -5.077 -2.041  -0.0868
H58 3.980 0.787 -7.545  0.1032
H59 3.447 2.159 -6.401  0.1100
H60 2.217 1.148 -7.320  0.0508
H61 4.635 0.604 -4.635  0.1127
H62 5.013 -0.221 -6.135  0.1250
H63 5.004 -2.005 -4.427  0.0977
H64 3.429 -2.106 -5.267  0.1084
H65 3.658 -0.439 -2.759  0.0824
H66 2.752 -3.238 -2.720  0.0901
H67 2.500 -1.991 -1.528  0.1081
H68 4.324 -3.222 -0.588  0.0858
H69 5.103 -1.870 -1.241  0.1193
H70 4.905 -5.283 -1.032  0.0653
H71 6.314 -5.478 -2.084  0.0936
H72 4.568 -5.519 -2.749  0.0823
C43 -10.055 4.866 2.628  -0.1629
O15 -9.530 5.142 1.369  -0.1980
C44 -8.102 5.403 1.466  -0.2014
C45 -7.500 5.531 0.097  -0.2300
N5 -7.829 4.547 -0.892  -0.0421
C46 -7.718 3.172 -0.505  -0.2176
C47 -7.715 2.154 -1.605  -0.1898
O16 -6.525 1.324 -1.567  -0.2085
C48 -6.709 0.136 -2.320  -0.1202
H73 -11.153 4.861 2.699  0.0835
H74 -9.712 5.510 3.454  0.0834
H75 -9.770 3.824 2.946  0.0955
H76 -7.655 4.542 2.028  0.1296
H77 -7.990 6.338 2.046  0.1284
H78 -6.416 5.599 0.253  0.1073
H79 -7.713 6.536 -0.245  0.1172
H80 -8.806 4.611 -1.115  0.1090
H81 -8.486 2.867 0.211  0.1205
H82 -6.758 3.083 0.024  0.1148
H83 -7.691 2.738 -2.551  0.1281
H84 -8.548 1.467 -1.581  0.1064
H85 -6.938 0.309 -3.378  0.0854
H86 -7.546 -0.461 -1.888  0.0878
H87 -5.788 -0.474 -2.155  0.0900
C49 8.477 -1.725 -4.808  -0.0773
O17 8.502 -0.299 -4.755  -0.1631
C50 7.565 0.160 -3.875  -0.2996
C51 7.628 1.624 -3.631  -0.1799
N6 6.374 2.065 -2.970  -0.0498
C52 6.331 1.784 -1.547  -0.2023
C53 4.931 1.959 -0.935  -0.1708
O18 4.063 0.796 -1.174  -0.2214
C54 2.844 0.962 -0.447  -0.0878
H88 7.398 -2.102 -4.986  0.1060
H89 8.748 -2.102 -3.812  0.0918
H90 9.072 -2.114 -5.572  0.0607
H91 7.748 -0.370 -2.952  0.1146
H92 6.529 -0.114 -4.157  0.1054
H93 7.771 2.151 -4.581  0.1284
H94 8.515 1.809 -3.039  0.1127
H95 6.244 3.061 -3.016  0.1039
H96 7.005 2.473 -0.982  0.1312
H97 6.478 0.728 -1.365  0.1111
H98 4.434 2.898 -1.291  0.0989
H99 5.086 2.044 0.149  0.1200
H100 2.370 1.898 -0.790  0.1044
H101 3.025 1.022 0.640  0.0924
H102 2.133 0.171 -0.666  0.0737
C55 4.459 -0.919 1.826  -0.0756
O19 3.829 -0.983 3.117  -0.1920
C56 2.696 -1.846 3.025  -0.1751
C57 2.859 -3.402 2.896  -0.1945
N7 1.551 -3.908 2.688  -0.0925
C58 1.530 -5.077 1.762  -0.1630
C59 1.697 -4.688 0.313  -0.1991
O20 2.720 -5.475 -0.334  -0.2504
C60 2.306 -6.843 -0.543  -0.0824
H103 4.975 0.002 1.763  0.0748
H104 3.708 -0.955 1.029  0.0691
H105 5.100 -1.798 1.812  0.0929
H106 2.175 -1.532 2.101  0.0989
H107 2.080 -1.648 3.906  0.0991
H108 3.256 -4.010 3.688  0.0914
H109 3.522 -3.611 2.009  0.1208
H110 0.932 -3.221 2.246  0.0674
H111 0.593 -5.672 1.995  0.1306
H112 2.452 -5.649 2.004  0.1270
H113 2.036 -3.656 0.157  0.1112
H114 0.788 -4.804 -0.298  0.1035
H115 2.503 -7.381 0.397  0.0883
H116 2.974 -7.226 -1.318  0.0815
H117 1.271 -6.989 -0.855  0.0847
C61 3.259 -2.331 10.001  -0.1658
O21 1.977 -2.004 9.591  -0.2573
C62 0.900 -2.460 10.458  -0.1526
C63 -0.275 -1.546 10.124  -0.2186
N8 -0.683 -1.702 8.761  -0.0598
C64 -1.730 -0.762 8.390  -0.2013
C65 -1.960 -1.029 6.892  -0.1749
O22 -0.754 -0.598 6.141  -0.2159
C66 -1.008 -0.977 4.786  -0.0915
H118 3.945 -2.345 9.134  0.0744
H119 3.438 -3.331 10.540  0.1044
H120 3.681 -1.535 10.705  0.1038
H121 1.293 -2.494 11.465  0.1187
H122 0.713 -3.461 10.060  0.0965
H123 -0.043 -0.522 10.350  0.1110
H124 -1.071 -1.987 10.800  0.1408
H125 0.106 -1.489 8.124  0.1024
H126 -1.562 0.304 8.573  0.1185
H127 -2.581 -1.098 8.941  0.1080
H128 -2.746 -0.296 6.608  0.1283
H129 -2.248 -2.039 6.659  0.1012
H130 -0.002 -1.004 4.332  0.0741
H131 -1.655 -0.281 4.260  0.0806
H132 -1.491 -1.990 4.789  0.0730
C67 3.929 5.257 -0.791  -0.1711
O23 2.930 4.666 -0.029  -0.1963
C68 3.207 4.935 1.403  -0.1598
C69 2.533 6.229 1.876  -0.1712
N9 1.087 5.965 2.112  -0.0117
C70 0.370 7.056 2.682  -0.2512
C71 -0.330 6.774 3.922  -0.2505
O24 -1.323 5.770 3.857  -0.1728
C72 -0.844 4.441 3.792  -0.1133
H133 3.875 6.386 -0.790  0.1043
H134 3.772 4.986 -1.841  0.0818
H135 4.944 4.787 -0.519  0.0955
H136 4.292 4.975 1.582  0.1167
H137 2.754 4.199 2.016  0.0939
H138 2.658 7.003 1.107  0.1103
H139 3.063 6.531 2.769  0.1112
H140 0.808 5.678 1.240  0.0446
H141 -0.387 7.411 1.848  0.1484
H142 1.018 7.866 2.937  0.1076
H143 -0.855 7.652 4.280  0.1172
H144 0.517 6.548 4.692  0.1506
H145 -1.658 3.755 4.026  0.0872
H146 -0.018 4.294 4.506  0.0546
H147 -0.560 4.113 2.793  0.0516
C73 -3.314 -2.470 -4.045  -0.1239
O25 -3.627 -2.326 -5.378  -0.1702
C74 -3.281 -1.037 -5.825  -0.2325
C75 -4.056 -0.834 -7.071  -0.2242
N10 -3.595 -1.663 -8.120  -0.0360
C76 -4.339 -1.489 -9.374  -0.2051
C77 -3.818 -0.418 -10.258  -0.2447
O26 -2.446 -0.533 -10.469  -0.1677
C78 -1.595 0.247 -9.698  -0.1302
H148 -3.736 -3.370 -3.554  0.0837
H149 -3.557 -1.576 -3.433  0.0946
H150 -2.247 -2.530 -3.956  0.0568
H151 -2.206 -0.905 -5.842  0.0858
H152 -3.588 -0.328 -5.004  0.1008
H153 -4.084 0.236 -7.337  0.1219
H154 -5.116 -1.047 -6.830  0.1350
H155 -3.499 -2.642 -7.901  0.1116
H156 -5.388 -1.235 -9.226  0.1108
H157 -4.424 -2.462 -9.913  0.1310
H158 -4.029 0.573 -9.879  0.1129
H159 -4.350 -0.512 -11.195  0.1198
H160 -1.882 1.324 -9.797  0.0957
H161 -0.549 0.153 -10.011  0.0845
H162 -1.593 -0.004 -8.658  0.0628
C79 -3.808 0.736 2.060  -0.0909
O27 -4.571 1.750 1.450  -0.1905
C80 -3.822 2.506 0.491  -0.1948
C81 -3.150 3.709 1.041  -0.1268
N11 -2.751 4.747 0.029  -0.0098
C82 -2.786 6.097 0.599  -0.1123
C83 -3.412 7.097 -0.444  -0.1169
O28 -4.603 6.422 -0.958  -0.2445
C84 -5.210 6.989 -2.152  -0.0653
H163 -3.448 -0.021 1.318  0.0818
H164 -4.431 0.295 2.817  0.0846
H165 -2.910 1.240 2.523  0.0953
H166 -4.664 2.896 -0.180  0.1363
H167 -3.109 1.816 -0.013  0.1171
H168 -2.255 3.409 1.527  0.0860
H169 -3.925 4.175 1.714  0.1496
H170 -3.512 4.736 -0.597  0.0891
H171 -1.761 6.385 0.852  0.0898
H172 -3.396 6.212 1.518  0.1298
H173 -2.817 7.318 -1.350  0.1193
H174 -3.645 8.004 0.032  0.1032
H175 -5.599 8.011 -1.987  0.0881
H176 -6.077 6.342 -2.452  0.0940
H177 -4.493 7.082 -2.930  0.0604
C85 0.298 3.027 -8.146  -0.1028
O29 -0.464 2.999 -6.970  -0.1813
C86 0.112 2.877 -5.710  -0.2061
C87 -1.017 2.879 -4.648  -0.1241
N12 -2.095 1.784 -4.918  -0.0097
C88 -3.187 2.043 -3.992  -0.2063
C89 -4.199 3.050 -4.632  -0.1304
O30 -4.874 2.283 -5.691  -0.2220
C90 -5.526 3.127 -6.620  -0.1094
H178 0.671 2.019 -8.334  0.0585
H179 1.170 3.695 -8.281  0.1043
H180 -0.438 3.206 -8.904  0.0767
H181 0.707 3.795 -5.486  0.1433
H182 0.741 1.991 -5.677  0.0678
H183 -1.489 3.824 -4.561  0.0748
H184 -0.557 2.674 -3.684  0.1064
H185 -2.428 1.984 -5.860  0.0915
H186 -2.980 2.476 -3.070  0.0782
H187 -3.787 1.144 -3.780  0.0995
H188 -3.711 3.834 -5.137  0.0946
H189 -4.964 3.334 -3.914  0.1241
H190 -5.019 4.084 -6.679  0.0811
H191 -6.547 3.298 -6.261  0.0886
H192 -5.500 2.714 -7.597  0.0651
C91 -3.076 -7.195 -4.624  -0.1030
O31 -2.516 -7.139 -3.307  -0.1964
C92 -3.275 -6.225 -2.530  -0.2133
C93 -2.649 -6.020 -1.091  -0.2076
N13 -3.401 -5.093 -0.342  -0.0371
C94 -2.767 -3.713 -0.324  -0.1931
C95 -3.372 -2.772 0.641  -0.2135
O32 -3.434 -3.314 1.971  -0.2031
C96 -2.149 -3.635 2.552  -0.0901
H193 -2.617 -8.022 -5.134  0.0845
H194 -2.929 -6.250 -5.105  0.0686
H195 -4.118 -7.393 -4.701  0.0728
H196 -4.294 -6.589 -2.513  0.1113
H197 -3.350 -5.311 -3.145  0.0888
H198 -1.573 -5.693 -1.271  0.1084
H199 -2.648 -7.055 -0.634  0.1362
H200 -3.562 -5.282 0.627  0.0913
H201 -2.861 -3.203 -1.348  0.1232
H202 -1.683 -3.778 -0.169  0.0951
H203 -4.441 -2.524 0.422  0.1424
H204 -2.729 -1.863 0.772  0.1029
H205 -1.701 -4.584 2.277  0.0716
H206 -2.428 -3.818 3.602  0.0769
H207 -1.415 -2.820 2.392  0.0725

Net charge: -1
Frontier orbital gap in eV: 7.03
Highest occupied orbital energy in eV: -5.65
Calculated total energy in Ha: -6935.88268